{
  "formula": "C3H8NO",
  "method": "ωB97M-V with the def2-TZVPD basis set",
  "de_lowest_kcal_mol": 109.1,
  "fmax_ev_per_a": 4.69,
  "e_tot_ev": -6766.440,
  "total_charge": 1,
  "homo_ev": -15.546,
  "symbols": ["C", "C", "C", "N", "O", "H", "H", "H", "H", "H", "H", "H", "H"],
  "xyz": [[-0.6324, 0.3870, -0.1751], [2.1651, 0.2245, 0.1827], [1.0780, -0.7371, -0.0954], [-2.9061, 0.0187, 0.1445], [-1.6133, -0.3416, -0.0122], [-0.6109, 1.4663, -0.2670], [2.1193, 0.6283, 1.1896], [2.1819, 1.0390, -0.5383], [3.1122, -0.3088, 0.0766], [1.0468, -1.1433, -1.0967], [0.8020, -1.4297, 0.6854], [-3.1990, 0.9543, -0.1124], [-3.5436, -0.7574, 0.0181]]
}



{
  "formula": "C3H8NO2",
  "method": "ωB97M-V with the def2-TZVPD basis set",
  "de_lowest_kcal_mol": 55.9,
  "fmax_ev_per_a": 1.76,
  "multiplicity": 2,
  "e_tot_ev": -8821.261,
  "total_charge": 0,
  "homo_ev": [-3.496, -10.621],
  "s2": 0.7505,
  "symbols": ["O", "C", "O", "H", "H", "C", "C", "N", "H", "H", "H", "H", "H", "H"],
  "xyz": [[0.8031, -1.5250, 1.3553], [0.6804, -2.3529, 0.5320], [0.3613, -2.1058, -0.8149], [0.7414, -3.4345, 0.7209], [1.0922, -2.3715, -1.3666], [-0.0513, 0.9105, -0.2075], [-1.0417, 0.5774, -1.0084], [-0.1289, 2.0773, 0.7169], [0.8057, 0.2979, -0.0135], [-0.9530, -0.3510, -1.5455], [-1.9285, 1.1545, -1.2333], [-0.3848, 1.7825, 1.6878], [-0.8219, 2.7801, 0.4160], [0.8259, 2.5605, 0.7611]]
}



{
  "formula": "C3H8NO2",
  "method": "ωB97M-V with the def2-TZVPD basis set",
  "de_lowest_kcal_mol": 80.4,
  "fmax_ev_per_a": 1.69,
  "e_tot_ev": -8816.468,
  "total_charge": 1,
  "homo_ev": -15.068,
  "symbols": ["C", "C", "C", "N", "O", "O", "H", "H", "H", "H", "H", "H", "H", "H"],
  "xyz": [[1.3898, -0.9764, -0.7242], [0.4649, -0.0024, -1.2341], [-0.9274, -0.1076, 1.5346], [-0.4536, 0.9153, 0.6097], [0.0281, -1.2273, -1.1928], [0.3393, 0.9829, -2.0238], [2.1723, -1.3599, -1.3713], [1.5319, -1.1004, 0.3410], [-1.6242, -0.7682, 1.0218], [-0.0872, -0.6924, 1.9040], [-1.4352, 0.3318, 2.3957], [0.2832, 1.4840, 1.0144], [-1.2052, 1.5171, 0.2910], [-0.4769, 1.0037, -2.5660]]
}



{
  "formula": "C3H8NO2",
  "method": "ωB97M-V with the def2-TZVPD basis set",
  "de_lowest_kcal_mol": 83.4,
  "fmax_ev_per_a": 4.95,
  "e_tot_ev": -8816.336,
  "total_charge": 1,
  "homo_ev": -14.605,
  "smiles": "C[C@@]1(O)[NH2+][C@@H]1O",
  "symbols": ["C", "C", "O", "N", "C", "O", "H", "H", "H", "H", "H", "H", "H", "H"],
  "xyz": [[-1.5677, 0.0211, 0.4510], [-0.2872, -0.5195, -0.1192], [-0.1708, -1.8921, -0.1628], [0.4165, 0.1893, -1.1063], [1.1753, 0.2819, 0.2295], [2.3752, -0.1697, 0.4294], [-2.5070, -0.2262, 0.0528], [-1.6133, 1.0896, 0.4198], [-1.4571, -0.3215, 1.4192], [0.0942, -2.2403, -1.0623], [0.1050, 1.0369, -1.5951], [0.7391, -0.5332, -1.8381], [1.0708, 1.2268, 0.7822], [2.5160, -1.1426, 0.3471]]
}



{
  "formula": "C3H8NO2",
  "method": "ωB97M-V with the def2-TZVPD basis set",
  "de_lowest_kcal_mol": 27.0,
  "fmax_ev_per_a": 2.17,
  "e_tot_ev": -8818.780,
  "total_charge": 1,
  "homo_ev": -15.443,
  "symbols": ["C", "N", "H", "H", "H", "H", "O", "C", "O", "C", "H", "H", "H", "H"],
  "xyz": [[-0.3263, -2.3127, -0.6471], [-0.9286, -1.7470, 0.3425], [0.0716, -1.6613, -1.4020], [-0.2083, -3.3726, -0.7134], [-1.2866, -2.3713, 1.0739], [-0.9694, -0.6951, 0.4189], [-1.1275, 0.8753, 0.1924], [0.0512, 1.1922, 0.3586], [0.7056, 0.8624, 1.5038], [0.8801, 1.9655, -0.6374], [-0.0332, 0.7210, 2.1460], [1.9316, 1.8281, -0.4605], [0.6166, 3.0425, -0.5150], [0.6232, 1.6732, -1.6607]]
}



{
  "formula": "C3H8NO2",
  "method": "ωB97M-V with the def2-TZVPD basis set",
  "de_lowest_kcal_mol": 54.4,
  "fmax_ev_per_a": 5.10,
  "e_tot_ev": -8817.593,
  "total_charge": 1,
  "homo_ev": -15.427,
  "smiles": "[NH3+][C@@H](O)CC=O",
  "symbols": ["N", "C", "O", "C", "C", "O", "H", "H", "H", "H", "H", "H", "H", "H"],
  "xyz": [[-0.1642, -0.8506, 1.2609], [0.4979, 0.3025, 0.5908], [1.8618, 0.2415, 0.8509], [0.2009, 0.2731, -1.0858], [-1.2828, 0.1696, -1.3413], [-2.0074, -0.2856, -0.4652], [0.3062, -1.6783, 1.2330], [-0.2767, -0.5784, 2.1925], [-1.2045, -0.8979, 0.5535], [-0.0770, 1.2634, 0.9777], [2.3048, 0.9561, 0.4319], [0.6683, -0.6365, -1.4880], [0.8943, 1.0920, -1.4551], [-1.7214, 0.6290, -2.2559]]
}



{
  "formula": "C3H8NO2P",
  "method": "ωB97M-V with the def2-TZVPD basis set",
  "de_lowest_kcal_mol": 8.1,
  "fmax_ev_per_a": 6.67,
  "multiplicity": 3,
  "e_tot_ev": -18110.470,
  "total_charge": 0,
  "homo_ev": [-5.678, -11.178],
  "s2": 2.0062,
  "symbols": ["C", "C", "C", "N", "O", "O", "P", "H", "H", "H", "H", "H", "H", "H", "H"],
  "xyz": [[0.8729, 0.0191, -2.5449], [-1.3436, 1.2543, 0.7562], [0.8538, -1.0810, 1.1069], [0.1699, -0.2399, -1.5376], [2.3899, 0.8851, -0.1317], [0.0169, 1.5433, 0.5747], [1.0174, 0.3868, 0.0382], [0.5603, -0.1738, -3.6075], [1.7601, 0.6057, -2.5927], [-1.4996, 0.8791, 1.7583], [-1.5722, 0.4556, 0.2242], [-1.9122, 2.1301, 0.5433], [1.3342, -1.0488, 2.1593], [-0.3065, -1.3187, 1.1551], [1.3145, -1.7814, 0.5213]]
}



{
  "formula": "C3H8NO2Rb",
  "method": "ωB97M-V with the def2-TZVPD basis set",
  "de_lowest_kcal_mol": 0.0,
  "fmax_ev_per_a": 0.99,
  "e_tot_ev": -9480.378,
  "total_charge": 0,
  "homo_ev": -6.369,
  "symbols": ["Rb", "O", "H", "C", "O", "N", "C", "C", "H", "H", "H", "H", "H", "H", "H"],
  "xyz": [[-0.9871, 3.4379, 1.0588], [-3.3037, 4.1223, 2.2561], [-4.1978, 4.3440, 1.9692], [-0.0073, 0.2420, 0.0687], [-0.1148, 1.2762, -0.5648], [0.7785, -0.8029, -0.2843], [0.6022, -2.0905, 0.3353], [1.4025, -0.8168, -1.5854], [-0.5387, 0.0515, 1.0155], [0.0828, -2.7706, -0.3439], [0.0196, -1.9973, 1.2491], [1.5671, -2.5353, 0.5925], [1.5641, 0.2024, -1.9247], [2.3606, -1.3329, -1.5241], [0.7719, -1.3300, -2.3181]]
}